1.
Computed, not measured: 2 unconnected molecules or ions with the total composition C3H3N2O in a non-equilibrium geometry, with wB97M-V/def2-TZVPD.

Properties
Net charge: +1
Frontier orbital gap (spin up / spin down) in eV: 7.7 / 7.7
DFT total energy in hartree: -300.4142

Element x y z (Å)
C -2.093 0.222 0.010
C 2.586 -0.401 -0.091
N 1.778 0.432 0.373
C 0.941 1.149 0.845
H -0.481 -0.705 -0.959
H -2.497 0.663 0.932
N -0.903 -0.201 -0.073
H -2.810 -0.098 -0.655
O 3.478 -1.060 -0.384

Atomic forces in eV per Å
1.1 -1.2 1.4
2.2 -0.6 0.3
2.1 -1.9 -1.4
-2.6 1.0 0.8
-2.0 1.1 1.8
0.7 0.3 -0.3
2.2 0.5 -0.9
-1.7 -0.3 -1.9
-2.1 1.1 0.2

2.
Computed, not measured: 2 unconnected molecules or ions with the total composition C3H3N2O in a non-equilibrium geometry, with wB97M-V/def2-TZVPD.

Properties
Net charge: +1
Frontier orbital gap (spin up / spin down) in eV: 8.3 / 8.3
DFT total energy in hartree: -300.4926

Element x y z (Å)
H 0.014 -0.650 -1.265
C 1.752 0.826 0.003
C 4.650 -0.424 0.243
N 2.818 1.103 -0.303
N 0.492 0.510 0.364
O 5.726 -0.462 -0.062
H 0.202 0.934 1.257
H -1.326 -0.388 0.014
C -0.313 -0.210 -0.327

Atomic forces in eV per Å
0.1 0.1 0.1
0.5 0.1 -0.4
0.2 -0.7 0.4
-0.2 0.7 -0.3
-0.9 0.1 0.7
0.4 0.1 -0.2
-0.2 -0.2 -0.2
0.1 0.1 0.2
-0.1 -0.2 -0.2

3.
Computed, not measured: a gas-phase ion, C3H3N2O (charge +1) in a non-equilibrium geometry, with wB97M-V/def2-TZVPD.

Properties
Net charge: +1
Structure (SMILES): Cc1nc1=[N+]=O
Frontier orbital gap in eV: 9.2
DFT total energy in hartree: -300.3544

Element x y z (Å)
H -0.599 0.740 -0.366
C -0.012 0.243 1.425
H -0.741 -0.831 -0.140
N -0.351 0.479 2.568
N 1.800 1.425 3.066
C -0.100 -0.059 0.009
O 2.655 1.775 3.722
H 0.857 -0.412 -0.270
C 1.057 0.714 2.488

Atomic forces in eV per Å
-0.6 2.8 -2.0
1.4 0.1 0.1
-2.1 -2.7 -0.1
-1.7 -0.1 1.4
0.5 0.0 0.4
1.7 -0.5 2.6
1.9 1.4 1.3
1.1 0.4 -1.1
-2.2 -1.4 -2.5

4.
Computed, not measured: 2 unconnected molecules or ions with the total composition C3H3N2O2 in a non-equilibrium geometry, with wB97M-V/def2-TZVPD.

Properties
Net charge: -1
Frontier orbital gap (spin up / spin down) in eV: 4.3 / 6.5
DFT total energy in hartree: -375.9036
2S+1: 3

Element x y z (Å)
N -0.344 0.313 -1.041
O 1.365 1.700 -0.178
H 1.271 -0.411 2.411
C 0.197 -0.188 1.067
C -0.688 -0.950 -0.680
O -0.505 0.987 1.196
C 0.465 0.884 0.060
H -1.206 -1.599 -1.373
N -0.413 -1.315 0.529
H -0.142 0.579 -1.991

Atomic forces in eV per Å
0.4 0.5 -0.3
-0.4 -0.1 0.1
0.5 0.0 0.3
1.1 -1.3 2.7
-0.3 -0.7 0.4
-0.9 0.2 0.4
0.5 1.2 -2.2
0.0 -0.1 -0.3
-1.2 0.4 -1.1
0.0 -0.1 0.0

5.
Computed, not measured: a gas-phase ion, C3H3N2O3S (charge -1) in a non-equilibrium geometry, with wB97M-V/def2-TZVPD.

Properties
Net charge: -1
Frontier orbital gap in eV: 7.7
DFT total energy in hartree: -849.5408

Element x y z (Å)
C -1.098 0.407 0.469
H -1.715 1.171 0.876
H 1.046 -1.775 1.473
C 0.662 -1.243 0.662
O -2.035 2.593 -1.110
O 1.652 -1.821 -1.514
O -1.137 1.487 -3.105
S -2.135 1.488 -2.039
N -0.220 -0.260 1.169
C 1.153 -1.519 -0.479
N -1.400 0.080 -0.825
H -0.905 -0.743 -1.256

Atomic forces in eV per Å
1.3 -3.3 -2.4
-0.1 0.6 0.6
1.0 -1.2 0.9
-2.2 1.8 1.9
0.1 0.9 0.7
-0.5 0.3 1.1
0.2 -0.1 0.0
-0.2 -1.4 -0.2
-0.5 1.4 0.8
1.5 -0.8 -3.7
0.2 0.3 -0.3
-0.7 1.4 0.7

6.
Computed, not measured: 2 unconnected molecules or ions with the total composition C3H3N2O3S in a non-equilibrium geometry, with wB97M-V/def2-TZVPD.

Properties
Net charge: -1
Frontier orbital gap (spin up / spin down) in eV: 8.3 / 6.4
DFT total energy in hartree: -849.4731

Element x y z (Å)
O -2.340 0.175 1.534
H 1.500 -0.073 1.121
C 1.756 -0.849 0.514
N -0.249 1.621 -0.516
O -2.736 0.628 -0.906
S -2.118 -0.189 0.137
O -2.106 -1.575 -0.221
N 3.387 -0.192 -1.270
H -0.927 2.360 -0.649
H 1.586 -1.851 0.807
C -0.416 0.491 -0.138
C 2.662 -0.547 -0.414

Atomic forces in eV per Å
-0.1 -0.3 -0.9
-0.6 1.7 2.0
-1.6 -1.0 0.3
1.6 0.1 0.3
-0.6 0.1 0.9
-0.1 0.7 -0.6
0.1 -0.8 0.6
-0.7 -0.6 1.2
-0.3 -0.3 -0.1
-0.4 -0.7 0.2
0.0 0.1 -0.2
2.6 1.2 -3.6

7.
Computed, not measured: a gas-phase ion, C3H3N2OS2 (charge -1) in a non-equilibrium geometry, with wB97M-V/def2-TZVPD.

Properties
Net charge: -1
Frontier orbital gap (spin up / spin down) in eV: 7.2 / 7.2
DFT total energy in hartree: -1097.0518

Element x y z (Å)
C 0.115 -0.184 -1.251
H 0.000 -1.164 -2.934
O -1.919 -1.678 2.545
S -0.848 -1.326 -0.320
H -0.752 -0.185 3.143
H 2.102 2.867 -0.806
C 1.092 2.370 -0.977
N 0.416 -0.378 -2.448
N -0.987 -0.761 2.237
S 1.199 0.884 -0.293
C -0.417 -0.445 1.105

Atomic forces in eV per Å
0.0 -1.7 -0.4
-0.5 -0.1 0.4
0.7 0.4 -0.7
-0.3 0.3 0.5
-0.1 -1.1 -2.6
-1.0 -0.4 0.6
0.7 -0.4 -0.4
0.7 1.1 -1.3
-0.2 0.6 1.6
0.7 1.2 -0.3
-0.7 0.1 2.6

8.
Computed, not measured: a single C3H3N2P molecule in a non-equilibrium geometry, with wB97M-V/def2-TZVPD.

Properties
Structure (SMILES): N#CC(P)C#N
Frontier orbital gap in eV: 10.6
DFT total energy in hartree: -566.9105

Element x y z (Å)
N 0.230 0.799 2.602
H 1.197 -1.943 -0.245
C -1.305 0.005 -0.341
H 0.591 -0.688 -1.779
H 0.228 1.531 -0.369
C -0.007 0.774 1.489
C -0.022 0.588 0.035
N -2.249 -0.499 -0.726
P 1.337 -0.567 -0.665

Atomic forces in eV per Å
-0.1 0.3 1.3
-0.8 0.8 0.3
0.9 1.2 -0.1
-0.6 -0.4 -1.4
-0.1 1.0 -1.0
0.8 -0.6 -1.1
-0.6 -2.0 1.5
-1.2 -0.6 -0.3
1.7 0.4 0.9

9.
Computed, not measured: 2 unconnected molecules or ions with the total composition C3H3N2P in a non-equilibrium geometry, with wB97M-V/def2-TZVPD.

Properties
Frontier orbital gap (spin up / spin down) in eV: 8.7 / 5.5
DFT total energy in hartree: -566.7770

Element x y z (Å)
H 1.266 -0.264 0.726
N -3.328 -1.838 0.586
H 1.867 -1.141 -0.718
C 1.680 -0.196 -0.287
C -0.494 1.590 0.292
H 2.627 0.299 -0.450
N -1.184 2.044 1.081
P 0.217 0.685 -1.163
C -2.651 -1.179 -0.068

Atomic forces in eV per Å
1.0 -0.2 0.0
-0.7 -0.6 0.6
-0.4 -1.3 -0.5
-1.9 1.3 0.0
1.3 -1.5 -2.2
0.1 0.8 0.5
-0.6 0.7 1.1
0.1 -0.1 1.3
1.1 0.8 -0.8

10.
Computed, not measured: 2 unconnected molecules or ions with the total composition C3H3N2P in a non-equilibrium geometry, with wB97M-V/def2-TZVPD.

Properties
Frontier orbital gap (spin up / spin down) in eV: 8.4 / 8.4
DFT total energy in hartree: -566.8032

Element x y z (Å)
H -1.448 -0.199 1.336
H 1.389 -0.571 1.024
C 0.735 -0.197 -1.364
N -0.029 2.628 0.571
H -0.832 -2.104 0.421
C 0.157 0.177 -0.144
P -1.479 -0.718 0.071
N 1.363 -0.531 -2.245
C 0.143 1.516 0.330

Atomic forces in eV per Å
-0.6 -0.1 1.2
-2.5 1.6 -2.3
0.6 1.1 0.9
0.2 -0.2 0.3
-1.0 2.1 -0.4
1.6 -2.6 3.2
1.1 -1.8 0.1
0.8 -0.8 -2.1
-0.2 0.8 -0.8

11.
Computed, not measured: 2 unconnected molecules or ions with the total composition C3H3N3 in a non-equilibrium geometry, with wB97M-V/def2-TZVPD.

Properties
Structure (SMILES): [H]/N=C/C#N.C#N
Frontier orbital gap in eV: 11.2
DFT total energy in hartree: -280.3087

Element x y z (Å)
N 0.065 -1.531 1.175
H -1.599 -2.488 2.172
N -0.838 0.813 -0.866
C -0.888 -1.967 1.634
H -1.292 0.087 -1.353
C 1.287 1.721 -0.343
H 0.961 -0.002 -1.520
N 1.873 2.586 0.071
C 0.432 0.782 -0.971

Atomic forces in eV per Å
-0.1 0.2 -0.2
-1.3 -0.6 0.6
1.5 1.8 1.0
1.5 0.3 -0.3
-0.4 -1.2 -0.8
-1.8 -1.1 -0.8
0.0 0.1 0.0
2.0 2.3 1.3
-1.3 -1.8 -0.7

12.
Computed, not measured: 2 unconnected molecules or ions with the total composition C3H3N3 in a non-equilibrium geometry, with wB97M-V/def2-TZVPD.

Properties
Frontier orbital gap in eV: 9.8
DFT total energy in hartree: -280.3030

Element x y z (Å)
N -2.546 0.251 2.242
H 0.472 -0.256 1.250
H 0.998 0.039 -1.289
N -0.420 0.355 -0.489
H -1.308 0.644 -0.893
C -1.608 0.168 1.574
N 1.939 -0.376 -1.535
C 2.929 -1.006 -1.586
C -0.436 0.071 0.745

Atomic forces in eV per Å
0.7 -0.1 -0.5
0.0 0.0 -0.2
0.8 -0.3 -0.2
-0.1 0.0 0.2
-0.1 0.0 0.3
-1.0 0.1 0.7
0.6 -0.5 0.1
-0.9 0.7 0.0
0.1 0.2 -0.4